[1]
103
Properties=species:S:1:pos:R:3 method="wB97M-V/def2-TZVPD" e_lumo_ha=0.077 charge=-1 max_force_ev_per_a=1.17 de_lowest_kj_mol=15.7 mol_weight_g_mol=1253.0
H 3.63724 3.06617 -4.36798
H -3.11368 1.60944 -2.84456
H 5.15173 -0.04646 1.59732
P -1.08922 1.26042 1.52968
H 5.00515 -2.43271 -1.54597
C -1.64283 -0.38542 3.55822
N -3.89330 -2.65252 -0.95150
C -1.64579 3.63525 0.08682
C -2.81583 -4.72511 -0.96737
C -2.50209 3.54420 -2.14673
H -3.97622 2.07400 1.20895
As 1.85085 -0.70964 0.80869
H -5.31480 0.94407 1.38191
H 3.76638 0.78102 -5.89562
H 1.93849 5.00602 4.59265
C -3.70624 0.56982 2.75896
C -3.00303 -3.47260 -0.34284
S -2.22008 -2.91694 1.06832
C -0.84237 3.35249 3.52458
H 4.56834 1.21489 -2.02781
H 2.88222 1.50121 -1.52692
H 2.99664 3.52653 2.89239
C 1.03368 -3.43146 2.77509
Y -0.40204 -1.13054 -0.72601
C -0.24297 2.50507 2.57985
H 3.27202 -2.52617 -1.88971
C 1.33901 4.30809 4.02021
H -5.07590 2.20894 2.58508
C -2.31639 -1.17937 4.46951
H 1.57713 2.93736 -3.17179
H 1.35624 -4.22511 3.45991
C -2.31124 0.49882 2.69327
H -1.18673 4.19202 0.89660
C 2.85491 2.55002 -4.92579
H 5.53142 -1.66546 0.99472
C -2.32838 3.36221 3.78060
C 3.47576 -3.91584 1.08321
H -1.81677 5.35586 -1.19209
C -0.03211 4.23894 4.23160
C -1.85995 2.26399 0.23137
O 0.40628 1.01077 -1.92267
C 1.92841 3.48598 3.07378
Te -1.23311 -3.33620 -4.78814
C -2.64234 0.07067 -0.64526
H 1.59404 1.92917 1.64184
C 3.61362 -2.02788 3.43816
H 3.85516 -4.65750 1.79617
H -3.05772 -0.19118 0.32923
H -0.09101 1.12764 -4.64567
C -4.37372 -0.25696 3.66859
H 0.38043 -3.87438 2.01623
C 1.48935 2.61616 -4.20899
H -3.98094 -1.73579 -0.52837
C 4.11705 -1.83918 -1.78850
H -0.55942 -0.45295 3.49140
H 4.32634 -3.49360 0.54081
N 1.82769 0.38643 -5.14621
H -4.83972 -4.32520 -3.66456
H 0.43263 -2.71179 3.34336
C 0.93384 1.17030 -4.28618
C 3.86381 1.16053 -1.18894
O 1.43871 -0.68096 -2.84538
H 0.80983 3.30745 -4.70416
Si 3.79388 -0.57040 -0.43571
H -5.16934 -2.13403 -2.49692
H 3.39639 -2.59908 4.34854
Se -1.71092 -1.21355 -3.54637
C -3.46354 -5.02628 -2.13317
H -5.45834 -0.20909 3.70458
H -2.63390 2.50714 4.38768
C -1.97800 4.28933 -1.09098
H -2.11245 -5.40336 -0.51416
H -2.74057 4.03449 -3.08517
C 3.13975 1.04957 -5.04721
H 4.19751 1.86733 -0.42056
H 6.18813 -0.24310 0.16204
Se 0.42569 -3.86200 -1.24369
H 2.79257 3.00343 -5.91641
H 4.28263 -1.36221 -2.76114
H 2.83333 -4.41780 0.35525
H 3.43720 -0.96929 3.64609
C -4.55425 1.50458 1.93054
H -2.61288 4.27436 4.30649
Si 2.51838 -2.59743 2.00167
H 3.63384 0.69471 -4.13877
Te 1.13488 -3.98137 -3.63735
H 4.67747 -2.15007 3.20618
C -4.34636 -4.10954 -2.72938
H -1.76775 -1.85701 5.11439
C 0.88757 0.51168 -2.92705
H -0.49504 4.89992 4.95695
H -3.25369 -0.32931 -1.44903
H 1.69348 -0.95471 -3.76139
C -2.43065 1.50671 -0.81295
C -3.70327 -1.12192 4.51467
C -4.53462 -2.91793 -2.11196
H 1.48672 0.38676 -6.09695
H -3.26831 -5.97168 -2.62491
C 1.13639 2.59201 2.36420
C -2.72228 2.18472 -2.01048
H -2.88855 3.31482 2.84410
C 5.30903 -0.63715 0.68886
H -4.25864 -1.75618 5.19612

[2]
120
Properties=species:S:1:pos:R:3 method="wB97M-V/def2-TZVPD" e_lumo_ha=0.010 charge=0 max_force_ev_per_a=1.52 mol_weight_g_mol=1120.7
C -5.02618 -6.53304 -1.02174
C 2.97491 -1.29740 0.06383
O 4.47857 1.74360 10.19553
H -8.85541 -10.15308 0.91920
H -3.12541 5.71151 -6.70812
H -0.37931 7.00004 -2.13357
C 0.54846 7.47594 -2.45808
C 2.66708 5.58947 3.00645
C 6.89670 -0.20714 -1.62696
C 1.19419 6.53382 -4.39852
C 0.28904 2.13110 -3.73353
H 1.04534 -2.66962 -0.73138
O -0.15781 1.90410 0.64789
H 1.17929 2.92643 -1.87812
H 3.44281 2.27574 11.89394
H -1.99233 -1.91657 -3.20875
O 1.86582 -1.23789 4.19023
O 5.81835 0.67850 -1.93780
H 1.01305 4.01455 1.38635
C 2.21952 2.06609 4.91191
H -5.97850 -11.02777 1.50864
C -3.75603 4.05575 -5.44403
C 1.75913 6.60688 -2.21897
C -6.78603 -8.34807 1.44816
C 0.20024 0.62682 -4.03418
H 2.85281 -0.70832 -1.92071
O -6.46476 -7.21113 1.56536
H -3.57365 4.68331 -4.57485
O -5.89593 -5.62723 -2.93879
C -6.71144 -10.52671 0.87375
H 2.67935 7.18499 -2.11735
O -6.23203 -9.21612 0.56018
H 0.31924 -2.89283 -3.33408
O 1.82906 5.83552 -3.42170
O 2.53018 0.91407 4.11587
H 3.22667 3.88535 0.43039
O -5.15134 4.01089 -5.75641
H 1.35450 0.63217 -0.87116
H -3.35176 -1.77495 -0.98005
C 2.99775 -1.05178 1.23921
H 3.88080 0.55948 11.79850
H 1.35020 2.56841 4.48200
O -3.97435 -6.07748 -1.88374
C 0.36716 0.18250 -0.83663
H 3.05446 2.76229 4.93374
O 1.21589 6.24717 -5.54973
H 6.44459 -0.65380 0.45504
F -1.89586 1.11627 -0.37882
H 2.09500 1.62491 -2.68637
H 7.77404 0.08942 -2.20546
H -5.17929 -5.80003 -0.23003
H 1.06794 0.34606 -4.62981
C 2.28071 1.14298 10.44381
O -3.95757 -4.80101 -3.73886
H 6.63916 -1.23406 -1.87645
H 3.94601 3.33129 1.95154
H -6.85591 -11.11337 -0.03032
O 5.12406 2.62724 -1.04456
C 2.91812 -1.65017 -1.36818
H -3.40765 3.04424 -5.23130
C -3.15373 4.61981 -6.70710
H 1.66778 -1.83973 -3.61661
O 2.44577 1.96533 9.28357
O -4.07291 4.18032 -7.71029
O 2.76208 6.56018 3.68285
H 2.20081 0.10084 10.12838
C 5.79553 1.64874 -0.98638
C 1.93169 1.45727 6.26000
H 8.11058 -0.10843 0.17739
O 6.63508 1.35276 0.03311
C 1.80708 3.72528 2.07486
H -4.77106 -7.48703 -0.57307
O 3.43756 5.33094 1.91903
H 1.18387 2.01066 6.82105
Br -1.33115 0.36589 -5.28191
O -7.75167 -8.95377 2.17926
O 0.53064 7.59832 -3.88237
O 1.77103 4.59111 3.21615
H 0.47103 -0.66926 -0.15424
H -1.30305 -2.97394 0.86527
C 1.68685 -2.56680 -1.60612
O -6.28467 3.74731 -7.68610
H -7.14834 -6.41067 -1.47061
C 3.54245 1.41890 11.22486
H 3.82458 -2.17953 -1.65827
H 2.78050 -1.02823 2.28519
O 1.44971 0.14931 5.91400
C 3.77941 2.17913 9.12163
H -2.63929 -0.36854 -2.72491
H 0.62952 8.45208 -1.98594
H 1.38003 1.41793 10.98739
H 0.45616 2.63005 -4.68797
C -4.55086 -5.43994 -2.93230
H -2.76513 -3.89875 -0.94718
C -6.20122 -6.62410 -1.96086
H -1.28748 -3.64846 -1.86460
C 1.49114 2.52664 -2.84023
H 2.82501 1.35398 6.86741
C -1.92722 -1.14183 -2.43530
H 1.64964 5.96120 -1.35005
Si -0.12415 -0.52997 -2.53403
H 2.13322 3.20624 -3.39422
C 7.07754 0.00516 -0.14293
C 0.91215 -2.10769 -2.86161
O 4.26369 2.68032 8.16019
H -8.23324 -10.97033 2.36533
H -1.86333 -1.30180 -0.20576
C -0.57866 1.13562 -0.15231
C -5.27066 3.95890 -7.10829
Br -1.40512 2.91112 -3.09435
C 3.18543 3.98006 1.51313
O -1.11273 -3.62229 0.18318
C -2.26426 -1.81527 -1.08510
H -2.15318 4.24081 -6.90310
H 2.06843 -3.57324 -1.80712
C -1.84941 -3.30071 -0.99806
H 1.65700 2.68973 2.36803
C -8.00398 -10.23545 1.59761
H -6.26856 -7.59565 -2.45648
C 1.94041 -0.15985 4.69453

[3]
127
Properties=species:S:1:pos:R:3 method="wB97M-V/def2-TZVPD" e_lumo_ha=-0.137 charge=+1 max_force_ev_per_a=9.26 mol_weight_g_mol=1341.5
C -11.09913 3.92436 2.95831
H -3.22894 -5.09540 0.40805
C 3.18452 4.18318 -3.25206
Cl -3.29887 -1.85631 2.49374
H -0.48097 -2.24288 1.89665
H 1.33100 2.81335 -3.97469
N -0.35782 -0.02942 1.39297
H 8.96204 -2.45628 -2.24745
H 1.95818 1.09216 -0.05643
S -1.65762 5.84495 3.92393
C -3.14426 -2.79827 0.90557
F -10.11564 5.00341 3.20688
C 7.48533 -3.28972 0.94193
N 0.12683 1.21164 1.86730
C -5.95776 1.28179 -0.48663
C -4.61077 0.53486 0.16224
O 9.58063 -4.39867 -4.26066
C -5.76457 2.90540 -0.41720
O 6.57845 -4.37796 3.21059
C -6.82843 3.80721 -1.24075
F -7.10739 0.75860 0.31645
H 0.80537 -1.28743 2.88722
C -2.58281 -4.33862 1.06790
H 9.53642 -2.02456 -3.88794
H 9.87700 -3.13537 2.50349
C 0.89647 3.43940 -1.57794
H -0.62571 8.00828 3.71639
S 7.48773 -3.27755 2.75077
C 1.73473 3.41025 -3.02490
C 1.28393 1.45829 2.84734
H 3.43885 2.28641 0.11594
H 12.09942 -6.19315 -2.42764
H 1.10145 2.54323 3.29496
H -3.06407 -9.55561 -2.63156
H 7.09365 -2.26749 -4.74564
C 2.76881 1.34702 2.16184
F -8.73508 2.05696 -1.75494
H -2.72477 -2.35033 -1.28915
F -12.92400 3.00246 1.49576
C 1.52065 4.27301 -0.31206
H 10.34402 -6.35031 -2.16494
F -4.42185 3.16818 -1.06648
C -9.14400 3.67159 0.27830
C 0.26402 -1.31966 1.84108
H 6.59218 -2.69199 -3.07954
F -6.42954 3.73557 -2.69598
C 6.68044 -1.88423 -3.80990
F -10.49315 1.60938 0.77259
H -3.38582 5.67987 2.27750
F -9.23462 5.17438 0.41005
H -5.01918 -0.49979 0.59348
H 9.30757 -4.83253 2.44970
N 3.85336 1.31844 3.04801
O 1.38054 -1.51413 -0.56713
H 6.49409 -2.98893 0.59429
S -3.10075 -7.54263 -1.31456
H 12.08449 -5.21844 -5.39702
H -4.22617 -2.90113 0.41165
H -2.69235 -8.10828 -3.60241
H 9.40394 -3.96839 4.00597
H -1.12479 -2.43756 -0.30062
H -4.37448 -7.96785 0.66571
H 3.47450 1.34318 4.04209
S 10.86022 -4.41846 -3.47876
O -2.41880 5.18528 5.03504
F -6.10210 0.76090 -1.89745
F -9.08524 4.37269 -2.12005
H -2.68588 -4.72297 2.17448
H 5.69228 -1.45823 -3.99948
H 12.23379 -3.45482 -5.18338
C -1.08143 7.44694 4.53521
H 1.10589 0.69668 3.73824
H 11.04575 -6.80987 -3.73795
N -1.67792 1.88842 0.49214
C 2.96166 5.07258 -0.58246
C 12.22412 -4.41768 -4.66696
H -0.33426 7.27305 5.31326
H 3.69193 0.37823 0.30777
H 8.22847 -2.58044 0.57057
C 9.20523 -1.63305 -2.92342
H -2.35458 7.10561 1.99651
F -6.57897 5.24517 -0.85167
C -0.58685 2.44975 1.37569
H -4.38020 -8.45470 -3.14477
F -12.29751 4.26082 3.81550
C 3.79154 5.04847 -1.99593
H -4.15402 1.14134 1.05300
O 7.23994 -0.20399 -1.80560
N -2.31911 -0.50776 -0.16468
C -3.33849 -8.51538 -2.82097
H -1.91811 8.00942 4.95627
H -3.59535 7.13368 3.28771
C 11.11744 -6.11311 -2.89940
H 3.80721 4.16305 -4.24646
C -11.66005 3.82794 1.42320
C 0.88319 4.39729 1.19270
F -10.55015 2.66645 3.51335
H -4.01708 -9.47599 -0.21345
I 3.15498 -2.90712 1.62475
H 10.00396 -1.02952 -2.48564
F -12.12467 5.17964 0.94180
O -3.64442 -6.16920 -1.57385
O -0.41740 3.88324 1.64626
C -2.86831 6.51389 2.75757
H 7.70825 -4.29419 0.57446
H -3.07332 1.05659 -1.58762
C -1.51337 0.35406 0.51861
F -5.54470 3.33956 1.01416
C -8.40149 3.41010 -1.17018
C 1.43781 -1.78788 0.74783
H -5.30473 -8.37746 -0.79882
C 2.96519 1.29250 0.52657
C -10.68102 3.05181 0.36275
H -1.48505 -4.43166 0.66988
H 3.41182 5.69701 0.33003
S 7.75389 -0.57967 -3.16348
H -3.94399 -0.60581 -1.75127
F -11.39113 3.00815 -0.93488
C -3.47470 0.14679 -0.95370
C 9.18917 -3.86323 2.93981
O 1.64832 4.99843 2.14635
H 4.80749 5.66608 -2.02469
F -8.42782 3.12455 1.45229
C -2.23706 -2.00626 -0.25509
H 13.17012 -4.55273 -4.13773
C -4.32341 -8.43305 -0.32164
H -0.12223 2.87220 -1.47266

[4]
98
Properties=species:S:1:pos:R:3 method="wB97M-V/def2-TZVPD" e_lumo_ha=0.172 charge=-2 max_force_ev_per_a=0.72 de_lowest_kj_mol=120.6 mol_weight_g_mol=781.4
H -3.41931 4.59735 0.62234
C -1.02075 1.56503 3.66626
H 3.26888 0.77588 0.83389
H 4.93296 -3.78763 -3.62324
C 1.31529 1.50647 -4.64029
C 3.78190 4.27613 -0.70312
H 0.86946 -1.56015 2.48267
H 0.75914 5.24742 1.09282
H 0.60669 2.03979 2.31711
H -0.82134 5.98707 1.42424
C -0.76376 1.72901 -2.82673
C 4.11269 -3.39150 -3.03409
C 2.40514 2.31349 -0.34374
H 0.29109 -5.93527 -0.78709
H -2.33953 -1.84192 -0.36828
H 0.34820 -4.49364 3.16120
H 3.23081 -0.67606 -1.18495
C -0.27461 5.03850 1.38371
C -0.47987 -1.51425 -3.18676
C -2.37858 -4.11222 1.44967
H 5.40834 2.01660 1.22199
H -1.63681 5.78823 -1.27687
C -1.19122 4.80413 -1.46304
P 0.58357 -1.65854 -0.50719
H -3.82497 -0.90580 3.28484
H -1.35841 -2.20771 3.54156
C -3.35527 0.00522 3.67080
H 1.25054 -0.66020 3.95775
H 0.54587 -1.47884 -3.53344
H -3.36926 2.90263 0.07443
H 2.82528 -5.07736 -3.38852
H 2.57873 1.22594 -2.92966
H -1.10264 -5.04922 -1.44077
H -0.15324 -6.07225 2.52238
C 0.42316 1.97645 3.38929
H 2.13198 1.40979 -5.34780
H -0.25438 4.60975 2.38850
Si -1.07648 3.82965 0.16802
C -2.87675 3.64871 0.70403
C 0.53285 1.54022 -2.35186
P 0.79311 1.40604 -0.52189
C -2.83875 -1.42955 -3.68916
H -3.64406 -1.34756 -4.41110
H 0.97180 -4.17425 -2.03764
C 2.93147 -4.11406 -2.90032
H -3.90594 0.82452 3.19686
H 5.72775 4.25810 0.21599
H 3.91081 5.25841 -1.14521
C 1.04445 -0.14365 -0.01650
C -2.08098 -1.65719 -1.41415
H -1.01641 -1.09746 4.86266
C -3.11789 -1.53097 -2.33118
H 0.99962 -2.39732 4.03977
H -3.02140 -0.75948 5.69263
C 3.43411 1.76432 0.41419
C -0.68637 -5.51041 -0.53990
C 0.66019 -1.47925 3.55007
C 4.80098 3.71654 0.06020
H 5.14599 -1.58375 -2.50925
Si -0.57629 -4.22912 0.86372
H -1.28094 -1.34982 -5.16637
H -4.14381 -1.54455 -1.98034
P -1.68976 0.04500 2.81867
C 0.32611 -5.12138 2.26659
C -1.02296 1.82974 -4.18825
H -1.34698 -6.33520 -0.25070
C -1.51494 -1.43728 -4.11106
H -1.81609 4.28450 -2.19395
H 1.80032 4.02947 -1.47950
H -2.04157 1.96350 -4.53504
Pd -1.56517 0.00288 0.58165
H -3.11218 0.99790 5.60486
H 0.62302 2.95747 3.83261
H -2.95603 3.29780 1.73554
H -3.01449 -3.65507 0.68891
H -4.57465 0.03218 5.46235
H -1.16176 1.43926 4.74669
C 1.88748 -3.60491 -2.14172
H -0.17809 1.80723 -6.16306
H 1.13941 1.27756 3.81648
H -0.21345 4.96033 -1.92583
H -1.68701 2.37808 3.35611
H 1.36135 -5.32233 1.97603
N 0.16407 -2.80957 0.48618
C 1.98898 -2.36305 -1.51376
C 3.17099 -1.64832 -1.66439
C 4.23063 -2.15744 -2.41054
H -2.77152 -5.11406 1.65921
N -0.30322 2.36853 0.10702
H -1.56778 1.77285 -2.08482
H -2.48040 -3.51416 2.35663
C 2.59606 3.58207 -0.89357
C -0.83377 -1.28266 3.79660
C 0.01802 1.72993 -5.09904
C -3.51520 0.07349 5.18885
C 4.62120 2.45999 0.62181
C 1.56823 1.40930 -3.27961
C -0.74169 -1.62403 -1.82104

Summary of orbital gap in eV
6.05, 10.03, 6.57, 5.05
(order as listed above)